ORCA calculation (ωB97M-V/def2-TZVPD) on a molecular structure, C44H45BaN10O6S5.

Geometry as XYZ:
```
111
C44H45BaN10O6S5 (ωB97M-V/def2-TZVPD)
H -0.38404 -4.20397 -2.65707
H 4.90759 -4.91421 -2.26697
H 0.73823 -3.05266 3.37753
H -0.46498 -3.42191 5.49353
H 2.22408 0.49904 2.22185
N -1.33573 2.81585 1.88740
H -2.62947 -1.92256 -2.28201
H 1.53497 4.50709 -1.83448
H 0.99842 3.19742 -3.64218
N -0.12789 -1.94714 -1.38798
C 2.52210 -6.05603 -4.35981
H -1.15982 3.13919 -4.87098
H 1.90391 4.85539 -0.15101
N 0.42680 0.28143 5.16132
N -3.63239 8.38462 5.36444
H 2.92592 -3.81380 -1.24527
H -0.46763 -2.50365 1.46229
O -6.14235 7.51459 2.66475
H 3.45260 -6.40098 2.25468
H 1.60284 1.69311 -4.20446
Ba -0.72676 0.40818 0.51027
H 2.39078 -6.67280 -5.22412
H -0.84020 6.50293 5.41588
C 1.07670 2.11918 -3.36484
C -2.28631 -1.59447 -4.37525
H 0.35774 2.75095 3.00024
O -6.00478 9.62413 3.82639
H 2.79751 -0.99929 -5.04848
H -3.89023 4.95107 2.35210
H 2.60487 -2.77886 -4.93021
S 1.62340 2.49336 -0.49456
C 3.77603 -5.85933 -3.79840
C -2.44172 -3.11055 4.56566
H 0.19886 -7.02548 -5.80043
O -6.70077 7.64295 5.05920
C -1.35703 -1.46092 -5.37722
H -0.27098 5.72058 -0.75967
C -1.89486 -1.79513 -3.04970
H 4.58319 -5.14202 2.60236
H -3.17069 2.98787 0.93862
C 0.00494 -1.51351 -5.07916
C -2.57101 6.18088 4.19826
H -2.08724 4.93435 -3.19080
C -0.34341 -3.01533 3.44486
C 2.34869 -0.53966 1.99705
C 2.80525 -4.50820 -2.06338
H -0.37019 4.60996 -3.11594
O 2.92265 -4.60232 1.47673
N 1.99568 1.94131 6.16884
H 1.31539 -4.42670 0.09298
C -2.39623 7.97429 5.67271
H 0.73353 -1.31983 -5.89493
H -1.65037 -1.34033 -6.43684
C 3.50145 -2.55845 2.65747
C 1.54171 -4.72348 -2.58936
C 1.22611 1.24205 5.65705
H 2.98940 2.01670 -2.45468
H 1.95342 0.73414 -1.98913
S -5.97494 8.18544 3.93724
C 1.61908 -1.19663 1.00685
C 0.43293 -3.08090 -1.11167
C -4.28868 7.69332 4.42059
C 2.80042 -3.24440 1.69510
C 3.92983 -5.11543 -2.65407
H -3.33901 -1.61925 -4.68046
N 1.04790 -3.41902 0.05801
C -0.18647 4.68621 -0.48527
C 1.25722 4.25962 -0.81351
C -1.01724 -3.21697 4.58968
S -0.60890 1.43556 -3.32497
C 2.71877 -1.84977 -4.35238
C 1.84315 -2.55634 0.92253
H 4.65374 -6.30642 -4.33198
C -2.11942 4.98965 3.41603
H 4.22071 -3.11242 3.28852
C -0.57136 3.30109 2.85910
C -3.10694 -2.82760 3.41922
C 1.95720 1.81476 -2.14165
H -2.52838 2.59311 -3.98270
O 1.71767 -1.65750 -3.33531
C -0.54003 -1.83150 -2.72719
S -1.50910 3.75535 -1.20998
C 0.42442 -1.62570 -3.74774
C -2.36063 -2.48450 2.24858
C 3.25831 -1.16194 2.81153
H 3.70588 -0.57711 3.60750
C -1.49352 2.89935 -3.86702
C 3.53536 -5.36482 2.52296
H -1.05331 -5.77180 -5.88073
C -1.36436 4.14718 -2.96026
C -1.83464 6.83397 5.15116
N -3.77933 6.60959 3.84884
H 3.67064 -1.91885 -3.76457
C -2.52778 3.39108 1.68514
C -0.33915 0.30467 4.13672
S -3.05338 -1.94120 0.81058
H 0.62439 -5.39260 -6.30807
H -4.18290 -2.71064 3.34986
N 0.39052 -4.17300 -2.02024
H -0.20628 4.65960 4.44200
O 0.12249 -5.57553 -4.26161
C -2.96579 4.44700 2.43948
H 3.07518 -5.21493 3.50258
C 1.42881 -5.48680 -3.75688
N -1.02209 -2.70921 2.29828
N -0.98872 0.21468 3.14604
H -2.97785 -3.22407 5.50473
C -0.90133 4.38080 3.63849
H -0.35196 4.65088 0.59550
C -0.01767 -5.95664 -5.60883
H -1.86114 8.57156 6.38910
```

Output
HOMO energy = -5.41 eV
charge = -1
relative energy (zero: lowest compared OMol25 entry of this formula, charge and spin) = 0.6417 eV

Results of the Mulliken charge analysis, in e, for atoms 1 through 4:
1 H 0.57
2 H 0.45
3 H 0.19
4 H 0.43

ORCA calculation (ωB97M-V/def2-TZVPD) on a molecular structure, C44H45BiCl4N6O6SeSi.

Geometry as XYZ:
```
108
C44H45BiCl4N6O6SeSi (ωB97M-V/def2-TZVPD)
Cl 6.55804 0.54643 2.93319
H -1.10228 2.32135 4.20974
H 4.02951 -1.92785 6.00146
H 0.81394 3.31049 2.79614
C 0.83592 -2.44488 3.44560
Si 0.03318 -2.85648 -2.69218
C -0.18232 -2.08585 -4.37814
H 0.61610 3.99744 -6.64085
C -4.31278 1.11878 3.96582
H 0.71164 -2.26155 -1.53748
N -1.04802 2.21439 -1.60675
H 2.56074 -1.20365 3.73776
H -0.15171 4.44135 0.29268
C -1.47668 -4.53746 -0.99239
H -2.18322 2.57055 -3.89188
Bi 0.26798 1.34060 0.05589
C -0.50537 -1.01408 -6.95270
C -2.41296 -4.23475 -3.18227
C 0.52443 3.70580 -5.60128
N 0.41529 -3.54098 4.16323
H -5.71231 0.52765 2.52360
H -2.94359 -1.16043 -0.42898
O 2.75797 1.40736 2.53971
H -0.42955 -5.37644 3.62259
Cl 5.17619 3.08739 3.13695
H -1.51476 3.41209 -5.89248
H -2.76346 0.28590 -2.75317
H 2.61956 3.86194 -5.38516
H -1.43793 -4.35676 4.68239
H 2.90931 3.45909 -3.17002
C -0.01500 -2.88033 -5.51555
Cl 2.73425 -0.19611 -2.41371
H -3.00815 2.72859 -2.18301
C 5.10616 1.44243 2.41673
C 1.27264 -3.76516 5.22594
H 3.65269 4.36131 0.91069
C -2.47110 0.80399 1.41082
C -3.46496 -5.07679 -2.84749
H -0.62086 -0.59863 -7.94711
N 1.27045 3.24182 -1.19685
C -2.49151 2.04000 -1.51159
N -1.70044 0.32634 0.40358
C -2.26944 -0.35335 -0.73709
C -1.70837 1.74144 2.30983
O 3.63276 0.87897 -2.77270
N -0.74278 2.47400 1.62996
H -0.71359 -4.31439 -0.25429
O 3.87986 -0.30604 3.49689
H -0.62495 -0.08761 -3.70382
H 0.26017 -3.92339 -5.40049
Cl 5.10834 1.57331 0.65774
H 2.01159 5.47430 2.18006
O 2.87492 -1.29715 -3.34003
C -3.04567 1.49257 4.43810
C -0.46433 2.69854 -2.68869
H 0.51993 -5.49105 6.28007
H -2.58454 -5.79529 0.33829
C -2.97255 0.61000 -1.72812
C 0.19497 4.75401 1.27666
O 2.98454 -0.62954 -1.06036
H -1.43772 -0.83487 -1.26283
H 3.36618 3.06543 -1.06575
C -0.10494 3.61413 2.27651
H 2.46495 3.14239 1.24331
H -0.04375 -2.98935 -7.65847
H 4.07405 -3.63706 7.83295
H -0.78939 3.98499 3.04400
H -4.24479 -5.27646 -3.57376
H 2.76536 4.69720 -1.37854
C 2.62420 4.06960 0.68284
C -0.18255 -2.35486 -6.79096
C -0.72247 3.35476 -5.15033
C -1.90923 1.84491 3.66101
H -0.89951 0.84658 -5.94852
H -4.35817 -6.29789 -1.31905
Se -0.00668 -1.71581 1.99627
C -2.53336 -5.36900 -0.65700
C 3.28675 -3.65854 7.08963
H 2.34203 -5.37780 7.96490
H -2.38609 -3.78262 -4.16782
C 2.30609 -4.65043 7.16355
C 1.70260 3.67146 -4.83462
C 1.27818 -4.71981 6.22728
H -1.21916 -3.91228 2.97615
C 2.24714 -2.76924 5.15666
C -3.80335 0.51949 1.55598
C 0.94360 3.15933 -2.45137
H -2.77307 2.33769 -0.50024
C -1.14534 2.87192 -3.90964
C -0.66806 -0.20596 -5.83540
H -2.95193 1.64861 5.50702
O 1.35082 0.29804 -2.49674
C -3.53235 -5.64857 -1.58340
C 2.56916 3.77620 -0.81154
C 1.67260 5.16089 1.18638
H -4.05748 0.59641 -1.59336
C 1.88197 3.44729 -3.50355
N 1.93795 -1.98086 4.06664
C -4.66451 0.76605 2.68421
C 3.27375 -2.69873 6.08219
H -4.26376 -0.02847 0.73903
H 1.75639 6.03963 0.53466
C 3.74665 0.76576 2.87347
H -5.11248 1.10474 4.70307
C -0.73555 -4.35186 3.84665
H -0.39845 5.63036 1.55143
C -0.51513 -0.73881 -4.56262
C -1.38907 -3.94879 -2.26575
```

Output
HOMO energy (alpha / beta) = -2.09 / -0.44 eV
charge = -2

Results of the Mulliken charge analysis, in e, for atoms 1 through 4:
1 Cl -0.19
2 H 0.39
3 H 0.51
4 H 0.30

Number 1: molecular weight 1107.57 g/mol. Number 2: molecular weight 1211.72 g/mol.